# 1
C50H71BN8PSr as an isolated structure in a non-equilibrium geometry. Source: the OMol25 dataset; level of theory: wB97M-V/def2-TZVPD.

CARTESIAN COORDINATES (ANGSTROEM)
Sr -0.195 0.927 -0.484
C -4.805 -2.160 -1.592
C -4.082 -1.201 -0.700
C -4.499 -0.738 0.528
C -3.502 0.138 0.971
N -2.525 0.216 0.055
N -2.894 -0.619 -0.973
B -2.147 -0.716 -2.333
N -1.881 0.700 -2.961
N -0.762 1.471 -2.754
C -0.767 2.434 -3.681
C -1.918 2.308 -4.476
C -2.595 1.207 -3.993
C -3.872 0.616 -4.496
C 0.378 3.418 -3.884
C 1.713 2.679 -3.802
C 0.387 4.550 -2.850
C 0.253 4.049 -5.274
N -0.836 -1.567 -2.273
N 0.414 -1.004 -2.184
C 1.275 -1.907 -2.624
C 0.601 -3.092 -2.971
C -0.731 -2.841 -2.739
C -1.875 -3.782 -2.915
C 2.728 -1.595 -2.875
C 3.233 -0.530 -1.905
C 2.835 -1.071 -4.318
C 3.578 -2.861 -2.753
C -3.599 0.944 2.248
C -4.591 2.094 2.004
C -2.259 1.527 2.668
C -4.130 0.054 3.379
H -5.767 -2.397 -1.141
H -4.983 -1.741 -2.584
H -4.252 -3.089 -1.720
H -5.414 -1.012 1.032
H -2.891 -1.279 -3.076
H -2.228 2.922 -5.307
H -4.305 1.280 -5.240
H -3.702 -0.356 -4.963
H -4.595 0.476 -3.690
H 1.839 2.197 -2.831
H 1.779 1.911 -4.572
H 2.540 3.380 -3.945
H 0.559 4.172 -1.840
H 1.193 5.249 -3.086
H -0.554 5.103 -2.861
H 0.218 3.285 -6.054
H -0.646 4.666 -5.353
H 1.117 4.690 -5.463
H 1.019 -4.014 -3.345
H -1.519 -4.687 -3.403
H -2.298 -4.066 -1.949
H -2.674 -3.353 -3.521
H 2.598 0.359 -1.947
H 3.226 -0.914 -0.886
H 4.252 -0.231 -2.160
H 2.184 -0.209 -4.460
H 3.865 -0.780 -4.544
H 2.531 -1.844 -5.028
H 3.378 -3.389 -1.819
H 3.380 -3.550 -3.579
H 4.640 -2.603 -2.784
H -4.235 2.745 1.200
H -5.574 1.712 1.722
H -4.701 2.694 2.912
H -1.854 2.164 1.885
H -2.384 2.133 3.570
H -1.536 0.740 2.890
H -5.148 -0.288 3.183
H -3.498 -0.827 3.517
H -4.142 0.618 4.315
C 1.813 2.739 4.021
C 1.302 1.923 3.002
N 0.672 2.389 1.939
C 0.451 3.731 1.869
C 0.956 4.626 2.820
C 1.672 4.093 3.909
C 0.683 6.032 2.713
C -0.147 6.502 1.762
C -0.775 5.602 0.836
C -1.776 6.027 -0.058
C -2.406 5.112 -0.856
C -1.979 3.780 -0.805
N -1.020 3.358 0.000
C -0.444 4.242 0.848
H 2.320 2.287 4.863
H 1.434 0.846 3.059
H 2.077 4.764 4.658
H 1.128 6.701 3.440
H -0.384 7.558 1.703
H -2.052 7.075 -0.083
H -3.203 5.398 -1.530
H -2.440 3.035 -1.450
C 3.053 -5.019 3.109
C 2.814 -4.348 1.755
C 4.194 -4.023 1.173
C 2.097 -5.318 0.807
P 1.864 -2.700 1.695
C 2.777 -1.735 2.979
C 3.793 -0.901 2.506
C 4.650 -0.228 3.370
C 4.484 -0.353 4.742
C 3.456 -1.145 5.237
C 2.620 -1.835 4.366
C 0.105 -2.886 2.360
C -0.779 -3.265 1.153
C -0.156 -3.895 3.476
C -0.359 -1.509 2.824
H 3.690 -5.894 2.943
H 2.147 -5.370 3.588
H 3.586 -4.363 3.798
H 4.759 -4.953 1.051
H 4.766 -3.369 1.834
H 4.124 -3.544 0.194
H 2.723 -6.201 0.641
H 1.896 -4.856 -0.164
H 1.149 -5.664 1.222
H 3.931 -0.797 1.440
H 5.444 0.393 2.972
H 5.151 0.162 5.422
H 3.312 -1.244 6.307
H 1.844 -2.462 4.782
H -0.515 -4.238 0.739
H -0.692 -2.528 0.349
H -1.829 -3.304 1.466
H 0.016 -4.915 3.142
H -1.211 -3.827 3.769
H 0.439 -3.716 4.369
H -0.337 -0.758 2.026
H 0.177 -1.158 3.709
H -1.423 -1.573 3.076

## Properties
- HOMO level (eV) = -10.358
- 2S+1 = 1
- charge = +1
- HOMO-LUMO gap (eV) = 7.633

***

# 2
H9O4 as an isolated structure in a non-equilibrium geometry. Source: the OMol25 dataset; level of theory: wB97M-V/def2-TZVPD.

CARTESIAN COORDINATES (ANGSTROEM)
O 1.128 1.499 1.207
H 1.220 1.036 2.033
H 1.326 2.381 1.375
O 0.040 -1.811 0.111
H 0.344 -2.733 -0.175
H 0.495 -0.849 -0.555
O -1.845 -0.253 -0.224
H -2.786 -0.362 -0.617
H -1.445 -1.114 0.039
O 0.437 0.389 -0.862
H 0.990 0.455 -1.698
H -0.709 0.336 -0.734
H 0.804 1.026 0.100

## Properties
- HOMO level (alpha / beta) (eV) = -3.449 / -10.531
- 2S+1 = 2
- HOMO-LUMO gap (alpha / beta) (eV) = 3.872 / 10.840

***

no.,electronic energy (eV)
1,-75727.2310
2,-8330.8663